# 1
8
Properties=species:S:1:pos:R:3 method="wB97M-V/def2-TZVPD" multiplicity=1 fmax_ev_per_a=3.8 lumo_ev=-5.72 e_tot_ha=-2669.5558 total_charge=+1 homo_energy_ev=-15.611 de_lowest_kj_mol=59.4 orbital_gap_ev=9.89
C 0.6849 0.1210 0.3029
N -0.4429 0.0236 0.9831
Br 0.2171 -0.6335 -2.3275
H 0.6816 0.9957 -0.3029
H 1.4561 -0.5935 0.5336
H -0.7731 0.2078 -1.7290
H -0.4625 -0.6970 1.7346
H -1.3613 0.5759 0.8052


# 2
58
Properties=species:S:1:pos:R:3 method="wB97M-V/def2-TZVPD" multiplicity=1 fmax_ev_per_a=1.6 lumo_ev=-0.25 e_tot_ha=-2451.2302 homo_energy_ev=-8.755 smiles="C[C@H](O)Cc1cc(Cl)c2nc(N)cnc2c1.O=C1OC[C@@H](F)O1.O=C1OC[C@@H](F)O1.O=C1OC[C@@H](F)O1" orbital_gap_ev=8.51
C -4.3361 -2.3653 0.7761
C -3.1127 -1.4854 0.4045
O -3.3471 -0.1014 0.7228
C -2.7939 -1.5652 -1.1086
C -1.3044 -1.7254 -1.4078
C -0.8142 -1.1583 -2.6370
C 0.5005 -1.2473 -2.8949
Cl 1.0866 -0.5124 -4.3879
C 1.4404 -1.8755 -2.0341
N 2.7642 -1.8806 -2.3781
C 3.5153 -2.4853 -1.4968
N 4.9215 -2.5600 -1.7218
C 3.0005 -3.1176 -0.3216
N 1.7458 -3.1299 0.0281
C 0.9525 -2.4606 -0.8638
C -0.4344 -2.3581 -0.5945
H -4.7935 -2.8081 -0.1124
H -3.9751 -3.1958 1.4017
H -5.0329 -1.7970 1.4004
H -2.2866 -1.8005 1.0453
H -2.5185 0.2487 1.0708
H -3.3584 -2.3461 -1.6390
H -3.1015 -0.6185 -1.5761
H -1.5376 -0.6804 -3.2917
H 5.3470 -1.9004 -1.0724
H 5.0471 -2.2265 -2.6748
H 3.7142 -3.6054 0.3469
H -0.7868 -2.8026 0.3350
O -2.8618 1.5121 -3.2379
C -2.0648 2.3579 -3.4708
O -0.8568 2.1344 -4.0475
C -0.2556 3.4084 -4.2826
C -0.9587 4.2796 -3.2741
F -1.0950 5.5510 -3.7239
O -2.2384 3.6821 -3.1878
H -0.4526 3.7200 -5.3097
H 0.8203 3.3677 -4.1271
H -0.4949 4.2922 -2.2856
O -0.8617 -0.8313 2.7110
C -1.0306 -0.0324 3.5733
O -1.4200 -0.3348 4.8341
C -1.3756 0.8759 5.5956
C -1.5005 1.9260 4.5227
F -0.8265 3.0526 4.8485
O -0.8644 1.3105 3.4155
H -0.4241 0.9383 6.1258
H -2.1868 0.9137 6.3189
H -2.5282 2.1818 4.2569
O 2.7032 1.9415 3.9520
C 2.9720 1.5231 2.8783
O 2.2134 1.7106 1.7659
C 2.9392 1.1738 0.6580
C 3.8503 0.1843 1.3336
F 5.0358 0.0711 0.6737
O 4.0847 0.7778 2.5936
H 3.4927 1.9732 0.1616
H 2.2695 0.7070 -0.0626
H 3.4142 -0.8075 1.4723


# 3
35
Properties=species:S:1:pos:R:3 method="wB97M-V/def2-TZVPD" multiplicity=1 fmax_ev_per_a=3.4 lumo_ev=2.41 e_tot_ha=-916.7243 total_charge=-1 homo_energy_ev=-7.437 de_lowest_kj_mol=257.5 orbital_gap_ev=9.85
O -0.0969 -0.3325 -0.5098
H 0.3881 0.0275 0.2402
O -2.1889 0.2545 0.9812
H -2.1199 1.1925 1.2122
H -1.4379 0.1285 0.4522
O -0.2109 1.8465 2.9572
H 0.3371 2.4785 3.4712
H 0.2391 1.0895 2.5312
O 1.0021 -1.5135 -2.5978
H 0.4791 -2.3125 -2.6818
H 0.6271 -1.0215 -1.8998
O 3.0131 2.5205 0.3102
H 2.5641 1.9095 0.8862
H 3.0471 2.0255 -0.4978
O -1.7409 -2.3045 -1.2078
H -1.8519 -2.3115 -2.1068
H -1.1619 -1.5635 -0.9928
O -0.9329 1.6215 -2.0008
H -1.0129 1.1605 -2.8588
H -0.5989 0.8765 -1.4508
O 2.1571 0.7945 -1.4948
H 1.8801 0.9145 -2.4218
H 1.4171 0.3935 -1.0388
O -0.7849 -1.1525 2.9972
H -1.3449 -0.7385 2.3842
H -0.1929 -1.6645 2.4792
O -3.4569 0.1605 -1.9518
H -2.5379 0.1435 -1.7508
H -3.7729 1.0745 -1.8388
O 1.8961 0.4425 1.8872
H 2.4341 -0.3195 1.6772
H 2.3891 0.8095 2.6122
O 0.3481 -2.5805 0.7642
H 1.1211 -2.2555 1.2022
H 0.1051 -1.7945 0.2562


# 4
184
Properties=species:S:1:pos:R:3 method="wB97M-V/def2-TZVPD" multiplicity=1 fmax_ev_per_a=3.4 lumo_ev=-6.65 e_tot_ha=-5437.6195 total_charge=+5 homo_energy_ev=-16.469 de_lowest_kj_mol=107.3 orbital_gap_ev=9.82
As 1.1258 0.8058 3.0419
F 1.6344 1.8679 1.7115
F -0.6165 0.9388 2.5217
F 0.7210 -0.2665 4.4569
F 2.8149 0.5998 3.6214
F 0.9092 2.2179 4.1133
F 1.4044 -0.6710 2.0075
C 6.4801 6.4673 3.9223
C 6.4793 7.7945 3.1873
N 5.5969 7.8675 1.8992
C 5.8250 9.2226 1.2138
C 5.8902 6.7422 0.8475
C 7.2708 6.9060 0.2065
C 4.1332 7.8308 2.4459
C 2.9921 7.9916 1.4215
O 2.9752 9.4296 1.1144
C 2.0055 9.7853 0.1526
H 5.4623 6.2263 4.2289
H 6.9625 6.3974 4.8972
H 6.8786 5.5995 3.3968
H 7.4730 8.2174 3.0394
H 6.0997 8.5836 3.8364
H 5.2198 9.9641 1.7353
H 5.5061 9.2097 0.1716
H 6.8292 9.6387 1.2948
H 5.0834 6.7738 0.1152
H 5.7141 5.8175 1.3970
H 8.1611 6.9269 0.8350
H 7.3868 7.8209 -0.3745
H 7.4097 6.0998 -0.5139
H 4.0002 8.5796 3.2268
H 4.0042 6.8368 2.8742
H 2.0411 7.6545 1.8341
H 3.1996 7.3591 0.5584
H 2.2573 10.7853 -0.2007
H 0.9855 9.7693 0.5367
H 2.0491 9.0833 -0.6800
C -5.5123 -4.8943 -9.6056
C -5.9147 -3.9346 -8.4504
N -6.9015 -4.6563 -7.4781
C -7.1268 -3.6461 -6.2739
C -8.2700 -4.9463 -8.2340
C -9.4406 -5.4976 -7.3056
C -6.3920 -6.0041 -6.9393
C -4.8905 -5.9853 -6.4978
O -4.4453 -4.7529 -5.8383
C -3.0997 -4.7923 -5.4016
H -4.8164 -4.4836 -10.3371
H -6.3627 -5.0295 -10.2739
H -5.0934 -5.8692 -9.3563
H -6.3135 -3.0595 -8.9636
H -4.9986 -3.6647 -7.9251
H -7.7617 -2.8184 -6.5900
H -6.2322 -3.1799 -5.8611
H -7.6548 -4.2646 -5.5481
H -7.9175 -5.6375 -8.9995
H -8.5529 -3.9787 -8.6486
H -10.4061 -5.6978 -7.7703
H -9.5924 -4.8169 -6.4679
H -9.1873 -6.5039 -6.9719
H -6.5361 -6.7902 -7.6805
H -6.9393 -6.3902 -6.0794
H -4.2573 -6.2064 -7.3571
H -4.7701 -6.8065 -5.7912
H -2.4232 -4.8809 -6.2516
H -2.8680 -5.5992 -4.7064
H -2.9484 -3.8791 -4.8259
C 7.2771 -7.3174 -4.8479
C 7.1102 -5.7810 -4.4570
N 7.3888 -5.5016 -2.9053
C 8.8711 -5.8380 -2.7106
C 7.3455 -3.9929 -2.6371
C 5.9031 -3.4363 -2.7585
C 6.5045 -6.4042 -1.9860
C 6.5077 -5.9929 -0.4233
O 7.7871 -5.8605 -0.0509
C 8.0071 -5.0551 1.1269
H 6.7023 -8.0208 -4.2454
H 8.3001 -7.6772 -4.7376
H 7.0134 -7.6085 -5.8647
H 6.0749 -5.5643 -4.7203
H 7.8009 -5.2330 -5.0978
H 9.2647 -5.4136 -1.7870
H 9.3413 -5.5086 -3.6371
H 8.9764 -6.9210 -2.6457
H 8.1109 -3.5607 -3.2816
H 7.7507 -3.8742 -1.6322
H 5.9456 -2.4493 -2.2979
H 5.1209 -4.1175 -2.4234
H 5.7711 -3.3152 -3.8337
H 6.6825 -7.4715 -2.1176
H 5.4802 -6.2634 -2.3313
H 6.0278 -6.7297 0.2209
H 5.9523 -5.0598 -0.3295
H 7.5449 -4.0888 0.9253
H 9.0643 -4.9976 1.3862
H 7.5505 -5.4802 2.0207
C -2.5923 -7.7012 2.5048
C -4.1075 -8.1122 2.7633
N -4.8276 -7.0861 3.6153
C -4.3102 -7.1046 5.0530
C -4.6049 -5.5930 3.1912
C -4.9597 -5.3175 1.6912
C -6.3611 -7.3115 3.4605
C -6.9681 -8.4827 4.2255
O -6.2767 -9.6915 3.9638
C -6.6730 -10.3545 2.7956
H -1.9511 -7.8510 3.3734
H -2.4548 -6.7295 2.0304
H -2.1471 -8.3849 1.7820
H -4.2605 -9.0072 3.3664
H -4.5993 -8.0776 1.7912
H -4.9867 -6.6027 5.7448
H -3.2895 -6.7223 5.0703
H -4.3114 -8.1292 5.4249
H -3.5663 -5.2878 3.3183
H -5.2157 -4.9649 3.8396
H -4.7627 -4.2905 1.3835
H -5.9997 -5.5578 1.4703
H -4.3262 -5.8908 1.0144
H -6.6698 -7.3545 2.4160
H -6.8439 -6.4814 3.9762
H -8.0260 -8.4803 3.9631
H -6.9891 -8.1413 5.2605
H -6.4267 -11.4156 2.8354
H -6.2896 -9.8897 1.8872
H -7.7483 -10.4554 2.6483
C 2.2363 6.8350 11.0577
C 0.6398 6.9430 10.9332
N -0.1348 6.1133 12.0525
C 0.2465 6.6729 13.4898
C -1.6594 6.3956 11.5853
C -2.2325 7.8517 11.8774
C 0.2194 4.5411 12.0422
C -0.2017 3.6843 10.9073
O -1.5763 3.4274 10.8185
C -2.1111 2.8621 9.6566
H 2.6191 5.8145 11.0418
H 2.6865 7.2962 11.9367
H 2.6901 7.2152 10.1424
H 0.3381 6.6435 9.9295
H 0.4354 8.0125 10.8823
H -0.4140 6.2949 14.2702
H 0.3873 7.7533 13.4603
H 1.2330 6.2498 13.6790
H -2.3232 5.6509 12.0246
H -1.6680 6.1936 10.5142
H -1.7684 8.5676 11.1990
H -2.0618 8.2653 12.8713
H -3.3186 7.8092 11.7957
H -0.0156 4.0449 12.9839
H 1.3084 4.5673 12.0812
H 0.3924 2.7858 11.0742
H 0.2369 4.2428 10.0803
H -1.9736 3.4550 8.7523
H -3.1942 2.7933 9.7581
H -1.7911 1.8311 9.5055
C -0.6696 6.0627 -11.5082
C -0.8677 5.0525 -10.3722
C -1.2383 5.6698 -9.0303
N -1.2457 4.6217 -7.8466
C -2.2118 3.5241 -8.2331
C -1.5649 5.1963 -6.4982
C -1.0809 4.2278 -5.4052
C 0.0922 3.5287 -6.0883
C 0.0927 3.9043 -7.5737
H -0.2788 5.6045 -12.4167
H -0.0404 6.8914 -11.1834
H -1.6200 6.4574 -11.8674
H 0.0960 4.5484 -10.3010
H -1.5295 4.2678 -10.7388
H -2.2635 6.0376 -9.0735
H -0.6783 6.5270 -8.6565
H -2.1153 2.7537 -7.4681
H -1.9508 3.0512 -9.1799
H -3.1838 4.0122 -8.3045
H -2.6097 5.5036 -6.4526
H -1.0649 6.1535 -6.3502
H -1.8871 3.5707 -5.0791
H -0.8111 4.7554 -4.4903
H 0.0287 2.4521 -5.9305
H 1.0604 3.8207 -5.6815
H 0.2279 3.0472 -8.2335
H 0.7175 4.7417 -7.8841


# 5
22
Properties=species:S:1:pos:R:3 method="wB97M-V/def2-TZVPD" multiplicity=1 fmax_ev_per_a=0.6 lumo_ev=0.97 e_tot_ha=-346.5082 homo_energy_ev=-9.024 smiles="C/C(CN)=N/C(C)C" de_lowest_kj_mol=49.9 orbital_gap_ev=10.00
C 1.5984 -2.0150 -0.0215
C 0.6017 -0.9353 0.2588
C -0.4635 -1.3352 1.2713
N -1.4840 -2.1086 0.5704
N 0.7019 0.1440 -0.3773
C -0.1864 1.2679 -0.2670
C -0.7511 1.5394 -1.6646
C 0.6372 2.4651 0.2156
H 2.2345 -1.7370 -0.8535
H 2.2142 -2.1886 0.8612
H 1.0626 -2.9331 -0.2465
H -0.8642 -0.4452 1.7822
H -0.0149 -1.9821 2.0284
H -1.8922 -1.5509 -0.1747
H -2.2301 -2.3682 1.2066
H -1.0256 1.1100 0.4293
H -1.3984 2.4122 -1.6450
H 0.0653 1.7129 -2.3589
H -1.3246 0.6847 -2.0148
H 1.4682 2.6321 -0.4612
H 1.0327 2.2731 1.2105
H 0.0183 3.3576 0.2506


# 6
92
Properties=species:S:1:pos:R:3 method="wB97M-V/def2-TZVPD" multiplicity=1 fmax_ev_per_a=20.0 lumo_ev=2.45 e_tot_ha=-2251.2013 total_charge=-1 homo_energy_ev=-2.878 de_lowest_kj_mol=1861.4 orbital_gap_ev=5.33
N 15.4032 15.5215 -40.4134
H 14.5108 15.0779 -40.5778
H 16.1438 15.2778 -41.0555
H 15.8400 15.1544 -39.5800
H 15.2742 16.5093 -40.2468
C 16.3892 14.6635 -37.6293
O 15.7567 13.5695 -38.3373
O 15.9170 15.8119 -38.3133
C 16.0476 14.5706 -36.0661
F 14.8941 13.9676 -35.9448
F 16.9347 13.8304 -35.4366
F 15.9015 15.6831 -35.3579
C 16.2636 12.2410 -38.3467
C 15.5190 11.3976 -39.3623
H 14.4741 11.2846 -39.0733
H 15.5978 11.9534 -40.2967
H 15.8780 10.3690 -39.3988
H 16.4541 11.8195 -37.3597
H 17.2487 12.1874 -38.8102
H 17.4419 14.5004 -37.8602
C 15.0001 18.4281 -40.3722
O 15.2455 18.2669 -41.8020
O 15.5817 17.3321 -39.7276
C 15.3411 19.9362 -39.8652
F 14.4606 20.9063 -40.1039
F 15.4078 19.9675 -38.5337
F 16.4865 20.4711 -40.2971
C 14.7520 19.2300 -42.6876
C 15.2838 18.9610 -44.1148
H 16.3702 19.0377 -44.1577
H 14.9678 18.0238 -44.5729
H 14.8596 19.7125 -44.7808
H 15.0800 20.2644 -42.5843
H 13.6658 19.1838 -42.7656
H 13.9163 18.3221 -40.3249
C 13.0691 14.3971 -37.9038
O 13.9158 13.9031 -38.9467
H 12.2906 15.0655 -38.2718
H 12.5308 13.6679 -37.2983
H 13.6318 15.0402 -37.2271
H 14.8098 13.7428 -38.6359
C 12.9736 18.8144 -38.0458
C 14.0214 17.7855 -37.6455
C 13.7074 17.4090 -36.1594
O 14.4485 18.3425 -35.4209
C 14.4013 18.2242 -34.0225
N 13.8895 16.6952 -38.5729
H 13.1847 19.1390 -39.0647
H 12.8124 19.6880 -37.4142
H 12.0247 18.3193 -38.2523
H 15.0656 18.0981 -37.6397
H 13.9462 16.3784 -35.8969
H 12.6347 17.3805 -35.9682
H 15.3896 18.1027 -33.5794
H 13.8140 17.3755 -33.6719
H 13.9426 19.1036 -33.5703
H 14.3150 16.9487 -39.4531
H 14.4568 15.9411 -38.2127
C 13.6152 16.4033 -42.4513
C 13.0269 15.6077 -41.3528
C 11.4706 15.3424 -41.6506
O 10.7203 16.5138 -41.3048
C 10.5478 16.7132 -39.9319
N 13.7973 14.3140 -41.2363
H 13.5484 17.4774 -42.2782
H 13.2518 16.2361 -43.4653
H 14.6966 16.2798 -42.5102
H 13.2313 16.2770 -40.5171
H 11.0142 14.4961 -41.1371
H 11.1063 15.2097 -42.6693
H 11.4648 17.0094 -39.4225
H 10.3623 15.7660 -39.4255
H 9.7382 17.4124 -39.7227
H 13.4175 13.7302 -40.5048
H 13.6446 13.7600 -42.0669
C 16.6863 12.8006 -41.9487
C 17.4585 13.8246 -41.1122
C 18.9896 13.7229 -41.1919
O 19.5931 14.6847 -40.2977
C 19.6823 14.2417 -38.9979
N 17.0311 15.2233 -41.4127
H 16.7736 12.7738 -43.0349
H 15.6115 12.9002 -41.7966
H 17.0000 11.7724 -41.7684
H 17.0404 13.5795 -40.1359
H 19.2896 14.0294 -42.1940
H 19.3758 12.7180 -41.0212
H 20.3337 13.3728 -38.9037
H 18.7322 14.1462 -38.4723
H 20.2144 15.0915 -38.5702
H 17.7974 15.8716 -41.3007
H 16.9240 15.3552 -42.4083


# 7
37
Properties=species:S:1:pos:R:3 method="wB97M-V/def2-TZVPD" multiplicity=5 fmax_ev_per_a=2.3 lumo_ev="-0.03 / -0.41" e_tot_ha=-2063.4198 homo_energy_ev="-5.065 / -5.854" orbital_gap_ev="5.04 / 5.44"
C -0.8195 -0.6711 -3.7321
C -1.6663 0.4617 -3.5739
C -0.8216 1.5841 -3.3081
C 0.5098 1.2226 -3.6473
C 0.5514 -0.1970 -3.7787
Ho 1.1299 -2.0021 -0.3697
P -0.4899 -3.9325 -1.4801
H -1.1345 -1.7157 -3.8302
H -2.7481 0.4612 -3.5717
H -1.1576 2.5907 -3.0739
H 1.4359 -0.8149 -3.9309
H 1.3656 1.8871 -3.7354
H 0.5537 -4.6892 -2.1664
H -1.6111 -4.3853 -2.2612
H -0.6464 -4.8546 -0.3706
C 2.7519 0.9435 2.9179
C 1.3677 0.2939 2.9028
P 0.7908 0.0020 1.2326
C -0.8438 -0.9002 1.1995
C -1.6480 -0.6349 2.4812
C 0.3507 1.6003 0.4830
C -0.3458 2.5651 1.4267
H 3.4960 0.3612 2.3620
H 3.0963 1.0318 3.9537
H 2.7388 1.9460 2.4730
H 1.4212 -0.6901 3.3988
H 0.6233 0.8942 3.4429
H -1.4095 -0.5559 0.3271
H -0.6941 -2.0215 1.1322
H -2.1495 0.3386 2.4401
H -2.4126 -1.4126 2.5810
H -1.0383 -0.6698 3.3894
H 1.3042 2.0040 0.1122
H -0.2638 1.4495 -0.4196
H 0.1692 2.6773 2.3839
H -0.3783 3.5608 0.9671
H -1.3778 2.2717 1.6427


# 8
9
Properties=species:S:1:pos:R:3 method="wB97M-V/def2-TZVPD" multiplicity=2 fmax_ev_per_a=3.7 lumo_ev="-4.42 / -6.32" e_tot_ha=-1913.5727 total_charge=+1 homo_energy_ev="-13.401 / -13.344" de_lowest_kj_mol=153.5 orbital_gap_ev="8.98 / 7.03"
C 0.1499 0.0012 0.9774
Li -1.4961 -1.4554 1.0325
O -1.2114 0.4099 0.5885
C -0.5787 0.6217 -0.6906
H -0.4177 1.6794 -0.9296
H -1.1922 0.1400 -1.4654
Cu 2.2134 -0.4341 1.3320
O 1.8872 -0.5593 -0.5918
C 0.6456 -0.4034 -0.2529


# 9
13
Properties=species:S:1:pos:R:3 method="wB97M-V/def2-TZVPD" multiplicity=1 fmax_ev_per_a=1.2 lumo_ev=0.36 e_tot_ha=-340.6767 homo_energy_ev=-11.087 smiles=N#CCCOC#N.[H][H] de_lowest_kj_mol=310.3 orbital_gap_ev=11.45
N 1.7302 1.8620 -0.7978
C 1.5156 0.9086 -0.1802
C 1.2735 -0.3218 0.5803
C 0.1810 -1.2035 -0.0167
O -1.1144 -0.7132 0.4047
C -1.9041 -0.2711 -0.5165
N -2.6454 0.1452 -1.3070
H 1.0043 -0.0660 1.6105
H 2.2098 -0.8893 0.6180
H 0.2267 -1.2349 -1.1078
H 0.2585 -2.2156 0.3844
H -1.6449 2.0007 -0.0847
H -1.0908 1.9989 0.4129